No. 1
The following is a DFT calculation (ωB97M-V/def2-TZVPD) of the molecule C4H8O2 in a non-equilibrium geometry.

```
14
Properties=species:S:1:pos:R:3
O 2.7135 0.3822 -0.2796
O -0.3863 1.3984 0.2628
C -1.6954 -0.4282 -0.4275
C -0.2527 -0.0434 -0.4909
C 1.8882 0.1993 0.5834
C 0.7377 -0.7672 0.3990
H -1.9607 -1.2506 0.2488
H 0.2592 -1.0126 1.3535
H 1.1138 -1.6921 -0.0562
H -2.2306 -0.4879 -1.3810
H -0.4729 2.1594 -0.3405
H 1.8956 0.7717 1.5280
H -1.7589 0.6058 0.0818
H 0.1495 0.1653 -1.4817
```

Calculated values
Spin multiplicity: 1
SMILES string: C[C@@H](O)CC=O
Kohn-Sham gap: 0.392 Ha
HOMO: -9.773 eV

Löwdin atomic charges, in units of e: O 0.05; O -0.15; C -0.06; C -0.30; C -0.27; C -0.13; H 0.08; H 0.12; H 0.13; H 0.08; H 0.09; H 0.12; H 0.09; H 0.14

No. 2
The following is a DFT calculation (ωB97M-V/def2-TZVPD) of the molecule C4H5NS in a non-equilibrium geometry.

```
11
Properties=species:S:1:pos:R:3
S 2.4316 -0.2585 0.9588
N 0.8147 0.6424 -1.0733
C -0.5247 0.1514 0.8575
C -0.2725 0.0537 -1.3417
C 0.7116 0.8063 0.3297
C -1.2060 -0.2248 -0.2190
H -2.2152 -0.5221 -0.3017
H 0.9643 1.7440 0.8549
H 2.3986 -0.4741 -0.3534
H -0.9489 0.3926 1.8800
H -0.5975 -0.0697 -2.4090
```

Calculated values
Spin multiplicity: 1
SMILES string: S[C@@H]1C=CC=N1
Kohn-Sham gap: 0.322 Ha
HOMO: -9.117 eV

Löwdin atomic charges, in units of e: S 0.60; N -0.01; C -0.11; C -0.17; C -0.51; C -0.05; H 0.09; H 0.10; H -0.20; H 0.13; H 0.13

No. 3
The following is a DFT calculation (ωB97M-V/def2-TZVPD) of a structure of composition C34H62BCl2CoN6O3SSb.

```
111
Properties=species:S:1:pos:R:3
Sb -2.4181 -3.3225 3.2746
Co -0.3668 -0.4104 0.5485
Cl -0.1038 2.4082 3.7663
Cl -1.3427 0.6270 5.7501
S -3.5572 -1.3877 -0.4282
O -2.2329 -1.6141 0.2776
O -3.1818 0.2390 3.0769
O -1.0569 -0.0120 2.3978
N -0.7628 1.5012 -0.2385
N 0.2563 2.0993 -0.9157
N 2.1611 1.0688 0.4941
N 1.5377 0.0959 -1.7245
N 0.5818 -0.8515 -1.4597
N 1.6007 0.0501 1.2072
C -1.8106 2.3177 -0.3108
C -0.0824 3.8110 -3.8446
C -3.1423 2.0260 0.2902
C -1.9781 0.4603 3.1110
C -3.4732 3.0577 1.3668
C 0.7021 -1.7622 -2.4381
C 1.3034 -2.4075 2.7469
C -1.4753 3.4447 -1.0563
C 1.9480 -0.7900 4.5730
C 0.4922 4.1661 -2.4668
C -1.9389 -4.6391 4.9165
C 3.0635 1.0493 -4.7821
C -1.0072 -4.3333 1.9946
C 4.8206 2.6691 -0.6466
C -4.0642 -3.0075 -0.9893
C 4.6732 -0.2854 -3.3771
C 1.7502 -1.4292 -3.2898
C 3.5307 0.6256 2.1586
C -1.5532 1.4812 4.1975
C 2.0084 4.2603 -2.5670
C -4.7747 -1.2157 0.8671
C 2.4444 -0.2484 2.1902
C 3.3163 1.4513 1.0782
C -0.2191 -2.9042 -2.7463
C 4.1701 2.6404 0.7363
C 2.2837 -1.3476 3.1961
C 3.3939 0.5515 -3.3756
C -1.4195 -2.3627 -3.5222
C -4.2340 2.0236 -0.7810
C 2.2548 -0.2419 -2.8106
C -0.6033 -3.7719 -1.5670
C -0.1645 3.2638 -1.4480
C -4.0427 -4.6083 2.6156
C 3.4118 3.9293 1.0532
B 1.6304 1.4074 -0.9092
H -3.0833 1.0481 0.7607
H 0.3045 4.4882 -4.6062
H -2.0770 -3.1708 -3.8447
H -1.0900 -1.8233 -4.4105
H -2.3634 2.1870 4.3554
H 3.2783 -1.8119 3.2593
H 2.4424 3.3628 -3.0055
H -4.3861 -0.4876 1.5770
H 3.8696 1.6761 -5.1644
H 0.2051 2.7944 -4.1182
H -4.3446 3.0204 -1.2099
H -2.0481 -5.6751 4.6076
H 5.5195 0.3085 -3.7232
H -4.9133 -2.1681 1.3706
H -2.6588 3.1644 2.0814
H 2.1433 1.6334 -4.7920
H 3.9787 4.8045 0.7357
H -3.9712 -3.6961 -0.1540
H 0.1291 5.1665 -2.2034
H 3.2192 4.0120 2.1221
H -5.0107 -4.1143 2.6703
H 0.3061 -1.9857 2.6393
H 3.5609 1.4158 -2.7368
H 5.6921 3.3240 -0.6152
H 2.9325 0.2124 -5.4700
H -4.0753 -5.4909 3.2482
H 2.7143 -0.0946 4.9136
H -4.0083 1.3347 -1.5939
H -3.6390 4.0365 0.9147
H 2.4896 4.4411 -1.6104
H -4.3745 2.7698 1.9047
H -2.5851 -4.4478 5.7686
H -0.4348 -3.6520 1.3796
H 0.3510 -3.5293 -3.4449
H -3.8700 -4.9332 1.5936
H 4.9935 2.5602 1.4552
H 2.4043 2.1357 -1.4139
H 2.0775 -1.9850 -4.1495
H -5.7038 -0.8773 0.4107
H 4.3652 0.6478 2.8360
H 1.6132 -2.8479 1.7994
H -1.9882 -1.6555 -2.9186
H -1.1702 -3.2136 -0.8328
H -5.1008 -2.9444 -1.3135
H -1.2227 -4.6082 -1.8987
H -0.9095 -4.4669 5.2226
H 1.8674 -1.5983 5.2996
H -3.4343 -3.3139 -1.8140
H -0.3152 -4.9060 2.6109
H -2.1071 4.2753 -1.3131
H 1.0033 -0.2630 4.5482
H -1.5421 -5.0157 1.3355
H 5.1579 1.6798 -0.9540
H -1.1694 3.8620 -3.8522
H 2.4467 3.9444 0.5485
H 1.2398 -3.2103 3.4839
H 2.2522 5.0939 -3.2270
H 4.1539 3.0572 -1.4130
H 4.5745 -1.1457 -4.0402
H 0.2761 -4.1861 -1.0743
H 4.9009 -0.6601 -2.3799
H -5.1946 1.7487 -0.3449
```

Calculated values
Spin multiplicity: 4
Expectation value of S²: 3.756
Kohn-Sham gap (alpha / beta): 0.309 / 0.309 Ha
HOMO (alpha / beta): -8.047 / -8.053 eV

Löwdin atomic charge list, values in e, 99 entries: Sb 1.35; Co 0.80; Cl 0.60; Cl 0.60; S 0.88; O -0.60; O -0.03; O -0.15; N 0.08; N 0.07; N 0.07; N 0.06; N 0.10; N 0.08; C -0.25; C -0.05; C -0.37; C -0.80; C -0.04; C -0.26; C -0.09; C 0.03; C -0.06; C -0.33; C -0.36; C -0.05; C -0.34; C -0.05; C -0.22; C -0.06; C 0.03; C 0.04; C -0.99; C -0.07; C -0.23; C -0.25; C -0.20; C -0.36; C -0.34; C -0.36; C -0.36; C -0.06; C -0.07; C -0.20; C -0.07; C -0.18; C -0.34; C -0.04; B -0.51; H 0.07; H 0.08; H 0.08; H 0.08; H 0.05; H 0.14; H 0.06; H 0.03; H 0.08; H 0.07; H 0.08; H 0.00; H 0.08; H 0.03; H 0.07; H 0.06; H 0.08; H 0.04; H 0.14; H 0.08; H -0.01; H 0.03; H 0.08; H 0.08; H 0.08; H 0.00; H 0.08; H 0.06; H 0.08; H 0.06; H 0.09; H -0.01; H -0.05; H 0.13; H -0.03; H 0.13; H 0.08; H 0.12; H 0.07; H 0.12; H 0.09; H 0.06; H 0.02; H 0.07; H 0.09; H -0.01; H 0.08; H 0.03; H 0.01; H 0.12

Computed values of relative energy (zero: lowest compared OMol25 entry of this formula, charge and spin) (unit: kJ/mol) for the preceding records, in sequence: 264.86; 185.13; 35.39.